(P)
Here is an isolated ion of composition C6H11N and charge +1 from the OMol25 dataset. Energies are from the ωB97M-V functional and the def2-TZVPD basis.

Structure (XYZ):
```
18
C6H11N the ωB97M-V functional and the def2-TZVPD basis
C 0.82193 -0.94892 -1.75173
C 1.23910 -0.92039 -0.26855
C 0.37235 0.01651 0.49624
C -0.99232 0.04696 0.39988
C -1.34762 0.37551 1.76979
C -1.14687 1.54876 2.45585
N 0.52211 0.37170 -2.31537
H 0.06788 -1.71449 -1.95673
H 1.68351 -1.23647 -2.33944
H 2.27231 -0.64315 -0.12737
H 1.10957 -1.96416 0.01653
H 0.91205 0.84396 0.93476
H -1.65136 -0.66005 -0.09271
H -1.92479 -0.42313 2.23611
H -0.43002 2.26913 2.09666
H -1.53057 1.73971 3.45419
H 0.12791 0.35963 -3.24532
H -0.10516 0.93889 -1.76279
```

Results
HOMO energy (spin up / spin down) ... -13.0 / -13.0 eV
Multiplicity ... 2
Net charge ... +1
LUMO energy (spin up / spin down) ... -4.770 / -7.652 eV
M ... 97.2 g mol⁻¹

=====

(Q)
Here is an isolated ion of composition C6H11N and charge +1 from the OMol25 dataset. Energies are from the ωB97M-V functional and the def2-TZVPD basis.

Structure (XYZ):
```
18
C6H11N the ωB97M-V functional and the def2-TZVPD basis
C 1.68340 1.78179 0.88039
N 1.62692 1.03021 -0.36083
C 0.80018 -0.00856 -0.59973
C 1.24542 -0.98985 -1.47874
C -2.73351 -0.89920 0.36977
C -1.31198 -1.12192 0.04721
C -0.37178 -0.16176 0.22884
H 0.70229 2.12610 1.21029
H 2.07035 1.09976 1.63673
H 2.33327 2.63676 0.75830
H 1.91719 1.50278 -1.20944
H 0.89504 -2.00751 -1.44561
H 2.00495 -0.72898 -2.20384
H -2.84566 0.01206 0.94943
H -3.09045 -1.73806 0.99507
H -3.46497 -0.94198 -0.43885
H -1.04857 -2.05439 -0.44559
H -0.41208 0.46273 1.10661
```

Results
HOMO energy (spin up / spin down) ... -13.6 / -13.7 eV
Multiplicity ... 2
Net charge ... +1
LUMO energy (spin up / spin down) ... -4.725 / -6.468 eV
M ... 97.2 g mol⁻¹

=====

(R)
Here is an isolated ion of composition C6H11N and charge +1 from the OMol25 dataset. Energies are from the ωB97M-V functional and the def2-TZVPD basis.

Structure (XYZ):
```
18
C6H11N the ωB97M-V functional and the def2-TZVPD basis
C -2.19587 0.40984 -0.00532
N 0.01659 -0.26096 1.82730
C 0.12922 -0.38590 0.48330
C -0.78289 0.22321 -0.41854
C -0.34625 0.67517 -1.76123
C 2.59263 -0.50241 0.65879
C 1.46829 -0.74847 -0.00467
H -2.34445 0.11157 1.02750
H -2.50883 1.44160 -0.16872
H -2.82931 -0.21364 -0.64010
H 0.69824 -0.86045 2.28425
H -0.88584 -0.49915 2.24075
H -0.91432 1.56410 -2.00101
H -0.53893 -0.10807 -2.50393
H 0.70759 0.94485 -1.80491
H 3.55308 -0.70102 0.19942
H 2.66807 -0.01285 1.62094
H 1.51296 -1.07741 -1.03381
```

Results
HOMO energy (spin up / spin down) ... -13.6 / -14.9 eV
Multiplicity ... 2
Net charge ... +1
LUMO energy (spin up / spin down) ... -4.369 / -6.639 eV
M ... 97.2 g mol⁻¹

=====

Preferred: (R); penalty for the next structure: 92.7 kJ/mol.

=====

(P)
Here is a 2-piece molecular cluster, CH5PS overall from the OMol25 dataset. Energies are from the ωB97M-V functional and the def2-TZVPD basis.

Structure (XYZ):
```
8
CH5PS the ωB97M-V functional and the def2-TZVPD basis
C 1.18462 -0.51838 -0.30474
P -1.50593 0.76660 0.28627
S -0.21649 -0.95784 0.55257
H 2.18460 -0.90509 -0.17813
H 1.87487 1.01265 0.79759
H 1.11947 0.14622 -1.16874
H -2.07442 0.30513 -0.91881
H -2.56671 0.15070 0.93400
```

Results
HOMO energy (spin up / spin down) ... -6.7 / -9.9 eV
Multiplicity ... 3
LUMO energy (spin up / spin down) ... 0.674 / -1.306 eV
M ... 80.1 g mol⁻¹

=====

(Q)
Here is one molecule with the formula CH5PS from the OMol25 dataset. Energies are from the ωB97M-V functional and the def2-TZVPD basis.

Structure (XYZ):
```
8
CH5PS the ωB97M-V functional and the def2-TZVPD basis
C 0.75014 0.38745 0.17050
P -0.26895 -1.14037 0.17866
S -2.33837 0.09564 -0.25286
H 0.51119 1.27776 -0.57385
H 1.77957 0.04323 -0.19411
H 0.65878 0.94834 1.10088
H -0.23525 -1.59564 -1.29529
H -2.81746 -0.32180 0.86740
```

Results
HOMO energy (spin up / spin down) ... -5.7 / -8.9 eV
Multiplicity ... 3
LUMO energy (spin up / spin down) ... 0.801 / -3.192 eV
M ... 80.1 g mol⁻¹

=====

Preferred: (Q); penalty for the next structure: 95.8 kJ/mol.

=====

(P)
Here is C4H8N2OS2 as an isolated structure from the OMol25 dataset. Energies are from the ωB97M-V functional and the def2-TZVPD basis.

Structure (XYZ):
```
17
C4H8N2OS2 the ωB97M-V functional and the def2-TZVPD basis
C -0.11450 -0.16778 0.22052
C 1.94618 0.55513 0.85048
C -2.63272 0.13681 -0.27048
C -1.27461 -0.43109 -0.66336
N 0.94181 0.73528 -0.13056
N 2.22303 -1.08232 0.11931
O 3.12269 1.15238 0.86878
S 0.75402 -1.84795 0.47913
S 1.89468 -0.07519 -1.45254
H -0.52462 0.10787 1.18085
H 1.67600 0.31563 1.84112
H -3.26384 -0.67984 -0.33814
H -3.01236 0.83581 -0.97173
H -2.64870 0.43024 0.74976
H -1.15108 -0.09100 -1.73693
H -1.31751 -1.56317 -0.82205
H 3.38152 1.66919 0.07586
```

Results
HOMO energy ... -8.4 eV
LUMO energy ... -0.009 eV
M ... 164.3 g mol⁻¹

=====

(Q)
Here is one molecule with the formula C4H8N2OS2 from the OMol25 dataset. Energies are from the ωB97M-V functional and the def2-TZVPD basis.

Structure (XYZ):
```
17
C4H8N2OS2 the ωB97M-V functional and the def2-TZVPD basis
C 1.19071 -0.06809 0.10145
C -0.77781 0.64871 1.24776
C 0.99104 2.34126 1.00953
C -0.97014 -2.29745 -1.98639
N 0.60545 0.90663 0.85817
N -0.20786 -2.66028 -0.77185
O -0.99084 -0.76677 1.21163
S 2.50289 0.08564 -0.91803
S 0.19009 -1.81121 0.43087
H -1.47349 1.09755 0.51123
H -0.87982 1.01770 2.27977
H 0.34110 3.08020 0.56867
H 1.24009 2.44357 2.09435
H 1.90075 2.52415 0.43200
H -1.41428 -1.27771 -1.87821
H -0.37086 -2.36167 -2.97151
H -1.87701 -2.90224 -2.21942
```

Results
HOMO energy ... -8.3 eV
LUMO energy ... 0.110 eV
M ... 164.3 g mol⁻¹

=====

Preferred: (Q); penalty for the next structure: 59.4 kJ/mol.

=====

(P)
Here is C20H36IrNOP2 as an isolated structure from the OMol25 dataset. Energies are from the ωB97M-V functional and the def2-TZVPD basis.

Structure (XYZ):
```
61
C20H36IrNOP2 the ωB97M-V functional and the def2-TZVPD basis
P 0.86949 -2.61469 -1.40102
P 0.95310 0.55780 -1.67473
C -0.03362 -1.80556 -2.77857
C 0.91420 -0.68447 -3.16015
H -1.01663 -1.43784 -2.41838
H -0.21429 -2.50807 -3.60278
H 1.97487 -0.93995 -3.22235
H 0.57150 -0.26198 -4.10847
C 0.27311 1.77499 -3.14495
H 0.10217 2.82135 -2.87560
H -0.62614 1.38673 -3.63733
H 1.10305 1.74255 -3.87404
C 2.30153 1.80441 -1.54785
H 2.62308 2.22220 -2.50374
H 3.12507 1.34807 -1.00802
H 1.92114 2.64069 -0.94826
C -0.03229 -4.12158 -0.96508
H 0.29803 -4.51486 0.00232
H 0.16998 -4.91753 -1.70974
H -1.11043 -4.00816 -0.92871
C 2.27859 -3.46389 -2.20098
H 2.56108 -2.99632 -3.13616
H 2.03548 -4.51506 -2.40094
H 3.11902 -3.39153 -1.50897
Ir 1.68098 -1.17930 -0.23257
C -1.37753 3.82506 -0.30408
C -2.62500 4.46167 0.07930
C -3.78697 3.63066 0.31689
C -4.11736 2.58796 -0.85493
C -2.89126 2.02391 -1.41115
C -1.78066 2.40310 -0.74080
C -1.28572 1.84552 0.58069
C -0.58905 3.20242 0.83222
C 1.80678 -5.12803 2.37274
H -0.72993 4.37205 -0.98793
H -2.65554 5.52383 0.26485
H -4.69991 4.19901 0.51688
H -3.54285 3.09394 1.25065
H -4.85236 1.87073 -0.48219
H -4.55508 3.16468 -1.67507
H -2.85806 1.45679 -2.34267
H 2.10960 -5.07191 1.32694
H -0.68609 0.91283 0.54849
H -2.14535 1.68595 1.22528
H -0.78097 3.62114 1.82685
H 0.50422 3.08646 0.61887
H 2.37577 -4.42258 2.97910
H 2.01376 -6.13591 2.72822
H 0.74968 -4.86515 2.50531
O 2.39385 -0.32287 1.36035
N 1.68533 -0.44991 2.55533
C 0.38419 -0.83574 2.50573
C -0.47671 -0.63421 3.57960
C 0.01853 -0.13254 4.78603
C 1.39872 0.02432 4.89355
C 2.22704 -0.12909 3.78805
H 0.01884 -1.27346 1.56724
H -1.53227 -0.87477 3.43413
H -0.66360 0.07482 5.60965
H 1.81823 0.27978 5.86478
H 3.28566 -0.00847 3.86814
```

Results
HOMO energy (spin up / spin down) ... -11.7 / -15.3 eV
Multiplicity ... 7
Net charge ... +2
LUMO energy (spin up / spin down) ... -6.861 / -9.510 eV
M ... 560.7 g mol⁻¹

=====

(Q)
Here is C20H36IrNOP2 as an isolated structure from the OMol25 dataset. Energies are from the ωB97M-V functional and the def2-TZVPD basis.

Structure (XYZ):
```
61
C20H36IrNOP2 the ωB97M-V functional and the def2-TZVPD basis
P -3.37775 2.47052 1.23622
P -4.26878 2.48792 -2.34544
C -3.95514 3.72844 0.06088
C -4.99597 3.50573 -1.03031
H -3.09249 4.20773 -0.42499
H -4.39293 4.48000 0.73717
H -5.95627 3.11649 -0.65217
H -5.22923 4.50452 -1.42046
C -4.28849 3.41071 -3.95370
H -3.52105 2.97052 -4.61251
H -3.99647 4.46070 -3.80407
H -5.23364 3.41375 -4.50803
C -5.32518 1.05744 -2.57084
H -6.31187 1.33818 -2.97435
H -5.48907 0.58321 -1.59778
H -4.86237 0.33809 -3.25365
C -2.06447 3.74279 1.75116
H -1.37620 3.33118 2.49573
H -2.51457 4.68919 2.08970
H -1.46146 3.99879 0.86205
C -4.94558 2.18710 2.16177
H -5.66864 1.80175 1.42749
H -5.33570 3.11297 2.60287
H -4.72027 1.41490 2.91325
Ir -2.50497 0.69032 1.45089
C -2.07329 0.95669 -3.77376
C -1.14106 1.48620 -4.74142
C -0.14298 2.51035 -4.42464
C -0.85102 3.76232 -3.78839
C -1.73404 3.35148 -2.71386
C -2.49574 2.08788 -2.75440
C -2.12519 1.15161 -1.55668
C -1.66767 0.07916 -2.53837
C -1.33735 1.38106 4.29056
H -2.95112 0.50193 -4.27246
H -1.19612 1.10210 -5.76549
H 0.52469 2.76055 -5.28315
H 0.55006 2.17312 -3.62414
H -0.07011 4.37517 -3.33914
H -1.22645 4.38334 -4.61494
H -1.64291 3.77707 -1.69810
H -2.16121 1.86086 3.73045
H -3.00051 0.79539 -0.93269
H -1.32131 1.63058 -0.94541
H -0.62607 -0.24534 -2.37752
H -2.31611 -0.80980 -2.41906
H -1.36075 0.29300 4.25797
H -1.38408 1.64631 5.36253
H -0.40285 1.71780 3.82197
O -1.29202 -0.70495 1.74210
N -0.07714 -0.88201 1.10151
C 0.74595 0.10963 0.65681
C 2.03941 -0.16510 0.19463
C 2.53030 -1.46836 0.15018
C 1.68001 -2.47784 0.60889
C 0.38373 -2.17295 1.02871
H 0.36551 1.12798 0.64007
H 2.67516 0.65032 -0.15305
H 3.53524 -1.68909 -0.22706
H 2.00887 -3.51748 0.64241
H -0.31738 -2.94057 1.34295
```

Results
HOMO energy (spin up / spin down) ... -11.2 / -15.0 eV
Multiplicity ... 7
Net charge ... +2
LUMO energy (spin up / spin down) ... -5.658 / -9.160 eV
M ... 560.7 g mol⁻¹

=====

Preferred: (P); penalty for the next structure: 13.2 kJ/mol.

=====

(P)
Here is a 2-piece molecular cluster, C3H10N2O2 overall from the OMol25 dataset. Energies are from the ωB97M-V functional and the def2-TZVPD basis.

Structure (XYZ):
```
17
C3H10N2O2 the ωB97M-V functional and the def2-TZVPD basis
O -1.13634 -1.50177 -0.04023
C -1.42506 -0.43100 0.41802
C -0.72403 0.90141 0.21735
N 0.49923 1.00322 -0.59646
C 0.91410 -0.04153 -1.52022
N 1.80009 0.55628 -2.49463
H -2.46320 -0.31793 0.78120
H -0.46885 1.31266 1.19154
H -1.53369 1.48572 -0.23856
H 0.34860 1.85735 -1.11922
H 1.41673 -0.85375 -0.99245
H 0.07781 -0.54549 -2.02754
H 1.98648 1.54110 -2.38686
H 2.70002 0.09975 -2.60181
H -1.14401 -2.25814 3.95985
H -0.12626 -1.39590 3.33911
O -0.72160 -1.41198 4.11091
```

Results
HOMO energy ... -8.8 eV
LUMO energy ... 0.707 eV
M ... 106.1 g mol⁻¹
SMILES string ... NCNCC=O.O

=====

(Q)
Here is a 2-piece molecular cluster, C3H10N2O2 overall from the OMol25 dataset. Energies are from the ωB97M-V functional and the def2-TZVPD basis.

Structure (XYZ):
```
17
C3H10N2O2 the ωB97M-V functional and the def2-TZVPD basis
C 1.29521 -0.71557 1.32346
C 1.37888 1.02583 -0.54160
C 0.76519 0.60680 0.76553
O 1.58342 -1.68359 0.34554
O -0.04599 1.26247 1.37121
H 0.75879 -2.07539 0.03511
H 2.24775 -0.48998 1.81683
H 0.59929 -1.09028 2.08366
H 0.83425 1.85515 -0.97949
H 2.39768 1.34152 -0.34750
H 1.42124 0.18014 -1.23032
N -2.78671 0.19358 -1.19298
N -1.99872 -0.60190 -0.31219
H -2.71354 -0.20994 -2.13083
H -2.47848 1.16584 -1.23351
H -2.26157 -0.35002 0.64333
H -0.99670 -0.41464 -0.41624
```

Results
HOMO energy ... -9.4 eV
LUMO energy ... 0.637 eV
M ... 106.1 g mol⁻¹
SMILES string ... CC(=O)CO.NN

=====

Preferred: (P); penalty for the next structure: 7.8 kJ/mol.